Computed, not measured: C9H26KO4 as an isolated structure, with the ωB97M-V functional and the def2-TZVPD basis.

Each line ends with the Löwdin charge.
CARTESIAN COORDINATES (ANGSTROEM)
1 K 0.563294 0.618497 0.638041  0.92
2 O 2.098321 0.839288 2.836620  -0.13
3 H 2.523043 1.579171 3.290350  0.07
4 H 2.420751 0.052423 3.296155  0.05
5 C -3.053313 -1.929768 -0.584046  -0.05
6 C -2.064900 -1.509497 -1.655869  -0.46
7 C -2.547826 -0.264162 -2.408546  -0.04
8 O -0.788549 -1.209631 -1.067852  -0.14
9 H -3.254359 -1.196477 0.194117  0.09
10 H -2.647148 -2.825435 -0.093419  0.08
11 H -3.992344 -2.279753 -1.014976  0.09
12 H -1.912460 -2.269494 -2.427056  0.14
13 H -2.276898 -0.302906 -3.466076  0.08
14 H -2.071830 0.632511 -2.006822  0.07
15 H -3.632932 -0.205131 -2.385045  0.08
16 H -0.359047 -2.041067 -0.842361  0.07
17 C 2.078126 -3.201316 2.735419  -0.05
18 C 0.565195 -3.409122 2.871186  -0.46
19 C -0.160031 -2.176035 3.390824  -0.04
20 O 0.015424 -3.757096 1.597271  -0.05
21 H 2.521804 -4.028621 2.183793  0.09
22 H 2.568814 -3.250553 3.715478  0.09
23 H 2.363867 -2.205354 2.376270  0.06
24 H 0.499628 -4.270609 3.539521  0.14
25 H -0.173746 -1.395457 2.628507  0.05
26 H 0.283400 -1.823809 4.329547  0.09
27 H -1.195292 -2.373872 3.671384  0.09
28 H 0.587232 -3.417033 0.906620  0.07
29 C -0.265884 4.621682 -1.848825  -0.04
30 C 0.714212 3.499955 -2.199735  -0.48
31 C 1.989806 4.105939 -2.784717  -0.05
32 O 1.006437 2.713379 -1.043988  -0.15
33 H -1.134459 4.285130 -1.282240  0.08
34 H -0.646650 5.013213 -2.791033  0.09
35 H 0.262703 5.382582 -1.276987  0.09
36 H 0.258298 2.883334 -2.981745  0.14
37 H 1.710429 4.692390 -3.661070  0.09
38 H 2.677057 3.331338 -3.143709  0.08
39 H 2.571757 4.729960 -2.105995  0.09
40 H 1.898077 2.361414 -1.129001  0.07

Atoms 1-6, force components in eV/Å:
-0.325 0.052 -0.157
0.146 -0.090 0.070
-0.087 -0.070 -0.080
-0.066 0.129 -0.008
0.369 -1.443 0.034
-0.748 0.825 -0.433

Output
gap between HOMO and LUMO = 10.26 eV
DFT total energy = -34265.227 eV
largest force on an atom = 1.5 eV/Å
lowest unoccupied orbital energy = -3.1 eV
charge = +1
energy above the lowest of the compared OMol25 structures with the same formula, charge and spin = 0.0 kcal per mole